This record from the Open Molecules 2025 dataset describes 2 unconnected molecules or ions with the total composition C5H7IN2 in a non-equilibrium geometry. The level of theory is ωB97M-V/def2-TZVPD.

Geometry as ORCA input:
```
! wB97M-V def2-TZVPD RIJCOSX def2/J DEFGRID3
* xyz 0 1
C 0.8497 -2.2281 -0.3464
C 1.7568 -0.7555 0.9488
C -0.0591 -1.2199 -0.1027
C -0.0181 0.9883 1.1048
C -2.1195 -1.0367 -1.0661
N 1.9892 -1.9185 0.3368
N 0.5487 -0.2330 0.6697
I -3.3950 -0.0149 0.2330
H 1.0148 -3.0772 -0.9709
H 2.5660 -0.1606 1.4680
H -0.3220 1.4165 0.1577
H -0.8837 0.8044 1.7257
H 0.6698 1.6634 1.4365
H -2.0724 -2.0165 -1.0750
H -1.7639 -0.5473 -1.9536
*
```

Values from the calculation:
E_tot ... -16375.178 eV
Gap between HOMO and LUMO ... 8.6 eV
Largest force on an atom ... 6.4 eV Å⁻¹
LUMO energy ... 0.00 eV


This record from the Open Molecules 2025 dataset describes a single C5H7N molecule. The level of theory is ωB97M-V/def2-TZVPD.

Geometry as ORCA input:
```
! wB97M-V def2-TZVPD RIJCOSX def2/J DEFGRID3
* xyz 0 1
H 0.5471 -2.4590 -0.9561
N 1.2459 -1.7130 -0.8890
C 0.6549 -0.6683 -0.4951
C 1.1326 0.7702 -0.2661
C -0.3088 1.1104 0.1414
C -0.7598 0.2286 1.2590
C -0.7598 -0.3167 -0.1473
H 1.4220 1.2315 -1.2168
H 1.9234 0.9498 0.4705
H -0.8433 2.0162 -0.1252
H -1.7461 0.4326 1.6676
H -0.0472 -0.1713 1.9797
H -1.6536 -0.6812 -0.6445
*
```

Values from the calculation:
E_tot ... -6786.590 eV
Gap between HOMO and LUMO ... 10.9 eV
Largest force on an atom ... 0.5 eV Å⁻¹
SMILES ... [H]/N=C1/C[C@@H]2C[C@H]12
LUMO energy ... 1.11 eV


This record from the Open Molecules 2025 dataset describes a molecular structure, C5H7N. The level of theory is ωB97M-V/def2-TZVPD.

Geometry as ORCA input:
```
! wB97M-V def2-TZVPD RIJCOSX def2/J DEFGRID3
* xyz 0 1
C -1.1416 -0.5910 -0.4903
C -0.0184 -0.3436 -1.4393
C -0.6378 0.7072 0.1100
C 0.7021 0.7758 0.6217
N 1.3445 -0.2662 1.3882
C 0.8399 0.5969 -0.9147
H -2.1516 -0.5288 -0.9037
H -1.0600 -1.4648 0.1652
H 0.0493 -0.7035 -2.4688
H -1.1734 1.6253 -0.1162
H 1.0137 1.7665 0.9511
H 0.8267 -0.4489 2.2407
H 1.4068 -1.1250 0.8561
*
```

Values from the calculation:
E_tot ... -6783.838 eV
Gap between HOMO and LUMO ... 8.4 eV
Largest force on an atom ... 0.4 eV Å⁻¹
LUMO energy ... 0.63 eV


This record from the Open Molecules 2025 dataset describes a single C5H7N molecule. The level of theory is ωB97M-V/def2-TZVPD.

Geometry as ORCA input:
```
! wB97M-V def2-TZVPD RIJCOSX def2/J DEFGRID3
* xyz 0 1
C -1.5279 0.5987 0.8771
C -0.1633 0.5499 0.1948
C -0.0798 -0.2593 -1.0558
N 1.0522 -0.8862 -1.0128
C 1.7555 -0.6201 0.2183
C 1.0586 0.2114 1.0378
H -1.4622 1.2372 1.7607
H -2.3069 0.9919 0.2141
H -1.8305 -0.3973 1.2099
H -0.7550 -0.3432 -1.9007
H 1.3911 -1.4780 -1.7668
H 2.7206 -1.1059 0.3145
H 0.0794 1.5706 -0.1576
*
```

Values from the calculation:
E_tot ... -6785.057 eV
Gap between HOMO and LUMO ... 7.8 eV
Largest force on an atom ... 0.5 eV Å⁻¹
LUMO energy ... 0.37 eV


This record from the Open Molecules 2025 dataset describes a single C5H7N molecule in a non-equilibrium geometry. The level of theory is ωB97M-V/def2-TZVPD.

Geometry as ORCA input:
```
! wB97M-V def2-TZVPD RIJCOSX def2/J DEFGRID3
* xyz 0 1
C -1.7567 0.1432 -0.1416
N -0.3152 0.2133 0.0070
C 0.5059 1.2450 -0.2824
C 1.9015 0.9965 -0.1671
C 1.8794 -0.3143 0.2762
C 0.5045 -0.8814 0.3560
H -2.2134 -0.3237 0.7365
H -2.0345 -0.4330 -1.0300
H -2.1520 1.1558 -0.2424
H 0.0108 2.1676 -0.5914
H 2.7301 -0.9543 0.5169
H 0.1275 -1.5495 1.1216
H 0.8121 -1.4652 -0.5594
*
```

Values from the calculation:
E_tot ... -6784.753 eV
Gap between HOMO and LUMO ... 7.7 eV
Largest force on an atom ... 1.6 eV Å⁻¹
SMILES ... CN1C=C=CC1
LUMO energy ... 0.44 eV


This record from the Open Molecules 2025 dataset describes a single C5H7N molecule in a non-equilibrium geometry. The level of theory is ωB97M-V/def2-TZVPD.

Geometry as ORCA input:
```
! wB97M-V def2-TZVPD RIJCOSX def2/J DEFGRID3
* xyz 0 1
C -0.5042 0.8740 -0.9348
C -1.2855 -0.1093 -0.4920
C -0.6266 -0.8702 0.6054
N 0.6746 -1.4521 0.3851
C 0.6358 -0.1427 0.9516
C 0.7853 0.9763 -0.1418
H -0.7315 1.5297 -1.7720
H -2.2715 -0.3598 -0.8662
H -1.1942 -1.4671 1.3017
H 0.9742 -1.6140 -0.5616
H 1.0023 -0.1821 1.9919
H 0.8836 1.9359 0.3567
H 1.6577 0.8812 -0.8238
*
```

Values from the calculation:
E_tot ... -6786.615 eV
Gap between HOMO and LUMO ... 10.0 eV
Largest force on an atom ... 1.7 eV Å⁻¹
SMILES ... C1=C[C@H]2N[C@H]2C1
LUMO energy ... 1.18 eV


This record from the Open Molecules 2025 dataset describes 2 unconnected molecules or ions with the total composition C5H7N in a non-equilibrium geometry. The level of theory is ωB97M-V/def2-TZVPD.

Geometry as ORCA input:
```
! wB97M-V def2-TZVPD RIJCOSX def2/J DEFGRID3
* xyz 0 1
C 3.5858 -0.2574 -0.1922
C -0.3884 0.9119 1.3846
C -0.4593 0.1918 0.2679
C -0.8904 0.9225 -0.9919
C -0.3810 -1.2634 0.2808
N 2.4539 -0.4617 -0.0087
H -0.0646 1.6709 1.9898
H 0.1149 1.0615 -1.5941
H -1.3312 1.9772 -0.8518
H -1.6311 0.2061 -1.4268
H 0.6604 -1.4826 0.3060
H -0.9204 -1.8821 -0.4846
H -0.7486 -1.5947 1.3209
*
```

Values from the calculation:
E_tot ... -6781.009 eV
Gap between HOMO and LUMO (spin up / spin down) ... 4.1 / 4.1 eV
Largest force on an atom ... 5.6 eV Å⁻¹
LUMO energy (spin up / spin down) ... -3.67 / -3.67 eV


This record from the Open Molecules 2025 dataset describes a single C5H7N molecule in a non-equilibrium geometry. The level of theory is ωB97M-V/def2-TZVPD.

Geometry as ORCA input:
```
! wB97M-V def2-TZVPD RIJCOSX def2/J DEFGRID3
* xyz 0 1
C -1.3193 -0.7738 0.3055
C -0.1285 -0.0486 -0.2684
C 1.1923 0.1884 0.4872
C 1.1695 -0.8175 -0.5754
C -0.3609 1.2934 -0.5564
N -0.3834 2.3754 0.0195
H -0.9624 -1.6584 0.8349
H -1.8594 -0.1310 1.0070
H -1.9918 -1.0777 -0.4985
H 0.1268 2.1234 0.8865
H 1.7718 1.0533 0.1553
H 1.0195 -1.8631 -0.3023
H 1.7258 -0.6638 -1.4949
*
```

Values from the calculation:
E_tot ... -6782.823 eV
Gap between HOMO and LUMO (spin up / spin down) ... 7.8 / 7.5 eV
Largest force on an atom ... 1.1 eV Å⁻¹
LUMO energy (spin up / spin down) ... -0.28 / -0.41 eV


Question: Which value of largest force on an atom does entry 4 give?
Answer: 0.5 eV Å⁻¹